{"formula": "C47H52F9NP3Pt", "method": "the ωB97M-V functional and the def2-TZVPD basis", "total_charge": 1, "orbital_gap_ha": 0.248, "e_tot_ev": -106644.379, "e_homo_ev": -9.6, "elements": ["Pt", "P", "P", "P", "F", "F", "F", "F", "F", "F", "F", "F", "F", "N", "C", "C", "C", "C", "C", "C", "C", "C", "C", "C", "C", "C", "C", "C", "C", "C", "C", "C", "C", "C", "C", "C", "C", "C", "C", "C", "C", "C", "C", "C", "C", "C", "C", "C", "C", "C", "C", "C", "C", "C", "C", "C", "C", "C", "C", "C", "C", "H", "H", "H", "H", "H", "H", "H", "H", "H", "H", "H", "H", "H", "H", "H", "H", "H", "H", "H", "H", "H", "H", "H", "H", "H", "H", "H", "H", "H", "H", "H", "H", "H", "H", "H", "H", "H", "H", "H", "H", "H", "H", "H", "H", "H", "H", "H", "H", "H", "H", "H", "H"], "xyz": [[0.1285, -0.0696, -0.5026], [0.2373, 0.2565, 1.7741], [2.1103, -1.0148, -1.2330], [-1.7538, 1.3334, -0.9942], [-4.1500, -3.6502, 5.0640], [4.7233, 0.4379, 6.7493], [5.3643, -1.4272, 5.8601], [-2.6368, 6.1148, 3.4588], [-0.8121, 6.8454, 2.5488], [-0.8172, 6.2196, 4.6208], [-4.1881, -4.6378, 3.1368], [6.0955, 0.4560, 5.0785], [-2.6260, -5.0995, 4.5606], [-0.4521, -1.0050, -2.2204], [1.4489, -4.7374, -2.8833], [-4.5432, 2.0095, -0.7050], [3.8512, -0.0956, 4.6323], [-0.5423, -3.3429, -3.0598], [-2.1917, 0.6438, -2.6079], [-1.3071, 5.9394, 3.4033], [2.8377, 0.0427, -2.5803], [2.1398, -6.0504, -3.1232], [-2.5180, -3.0098, 3.4915], [3.6291, 1.0719, 3.9163], [-0.9618, 4.5311, 2.9909], [-1.3927, -2.0024, 1.6303], [-1.6175, 3.4738, 3.6057], [-1.1564, -1.0663, 3.8297], [-3.3502, 0.7639, -4.7517], [2.1008, -3.6693, -2.2824], [-1.4116, -0.4406, -3.0585], [1.4518, -2.4580, -2.0752], [-3.3816, -4.1051, 4.0643], [3.5881, -1.5441, -0.2964], [4.1516, -0.5495, -3.1062], [-0.8712, -1.0163, 2.4640], [4.2874, -0.3326, 0.3206], [-4.3716, 1.4165, -5.6420], [-3.1422, 1.2145, -3.4584], [-2.2102, -2.9995, 2.1410], [0.0897, 2.9617, -2.3038], [-3.5578, 0.5200, 1.0100], [-2.1091, 4.0682, -1.8185], [2.9896, -1.1710, 4.5017], [-1.9877, -2.0465, 4.3403], [-3.2556, 1.6706, 0.0519], [1.8909, 0.2183, -3.7689], [1.6662, 0.0778, 2.9173], [-2.5389, -0.2794, -5.2009], [-1.0948, 3.0282, -1.3453], [-0.3526, 1.9123, 2.2797], [1.9067, -1.0854, 3.6400], [-1.3052, 2.1692, 3.2619], [-1.5890, -0.8598, -4.3872], [3.2739, -2.5992, 0.7563], [2.5371, 1.1588, 3.0723], [0.0082, 4.2912, 2.0321], [0.2966, 2.9832, 1.6724], [0.1250, -2.2580, -2.4831], [5.0173, -0.1630, 5.5850], [0.1147, -4.5461, -3.2482], [-2.6435, -0.6353, -6.2190], [-2.2176, -2.0669, 5.3969], [2.6913, -3.4303, 0.3661], [1.2587, -1.9447, 3.5282], [1.5463, -6.8827, -2.7443], [2.3648, 2.0828, 2.5390], [5.1504, -0.6618, 0.9011], [-4.0371, 2.4038, -5.9662], [4.3045, 1.9100, 4.0233], [2.2960, -6.2194, -4.1898], [0.9268, 0.6345, -3.5048], [4.2043, -2.9981, 1.1640], [-4.5500, 0.8188, -6.5342], [3.1673, -2.0801, 5.0594], [-2.9436, 2.5425, 0.6404], [4.4646, 0.0230, -3.9794], [-4.4673, 2.8753, -1.3576], [-2.3739, 3.6711, 4.3540], [4.6369, 0.3820, -0.4249], [2.7246, -2.1448, 1.5762], [3.1129, -6.0790, -2.6351], [-1.5828, -3.2561, -3.3390], [-0.9592, -1.6370, -4.7922], [3.6131, 0.1864, 1.0010], [4.9684, -0.5184, -2.3872], [-3.7369, 2.0494, -3.1184], [-4.8799, 1.1558, -1.2936], [0.5254, 3.9563, -2.4179], [-1.8396, 1.3637, 3.7463], [4.2310, -1.9936, -1.0564], [-0.4340, -5.3726, -3.6843], [-5.3153, 2.2249, 0.0352], [-2.7397, 0.3197, 1.6937], [-3.7846, -0.3982, 0.4619], [-1.5881, 5.0215, -1.9289], [1.0486, 2.7848, 0.9199], [-4.4332, 0.7721, 1.6108], [1.7212, -0.7440, -4.2559], [-0.7320, 3.3629, -0.3780], [3.0400, 1.0154, -2.1199], [4.0053, -1.5825, -3.4302], [-2.9164, 4.2251, -1.1058], [2.3635, 0.8796, -4.4964], [-0.2238, 2.6205, -3.2918], [-1.1747, -1.9991, 0.5671], [-0.7119, -0.3555, 4.5155], [-5.3233, 1.5441, -5.1260], [3.1285, -3.7953, -1.9615], [0.8693, 2.2931, -1.9356], [-2.6107, -3.7588, 1.4837], [0.5197, 5.1177, 1.5573], [-2.5298, 3.8195, -2.7931]], "mulliken_charge": [2.13, 1.62, 0.82, 0.17, -0.27, -0.25, -0.27, -0.26, -0.28, -0.25, -0.27, -0.26, -0.24, -0.16, 0.33, -1.80, -0.04, -0.28, 0.29, 0.75, 0.60, -1.68, 0.18, -0.80, 0.04, -0.04, -1.15, -0.18, 0.17, -0.34, -0.09, -0.05, 0.81, 0.26, -1.58, -0.68, -1.69, -1.67, -0.09, -0.85, -1.90, -1.47, -1.66, -1.08, -1.06, 1.10, -1.30, 1.48, -1.17, 1.94, 1.04, -0.78, -0.20, -0.83, -1.49, -1.15, -0.18, -1.71, -0.64, 0.75, -1.04, 0.38, 0.47, 0.38, 0.56, 0.38, 0.35, 0.46, 0.32, 0.48, 0.35, -0.14, 0.51, 0.40, 0.51, 0.25, 0.47, 0.32, 0.49, 0.47, 0.06, 0.36, 0.74, 0.57, 0.13, 0.34, 0.58, 0.39, 0.63, 0.43, 0.86, 0.44, 0.50, 0.05, 0.35, 0.47, 0.42, 0.57, 0.33, -1.04, 0.63, 0.29, 0.36, 0.59, 0.30, 0.12, 0.66, 0.37, 0.28, 0.09, 0.52, 0.59, 0.28]}